Record 1
A 18-piece molecular cluster, C112H142F6N24O25 overall, computed with ωB97M-V/def2-TZVPD.

net charge: +8
2S+1: 1

Each line ends with the Löwdin charge.
Element x y z (Å)
F -12.164 -32.762 -7.005  0.14
F -27.483 -31.429 -12.857  0.11
F -14.018 -32.449 -8.180  0.09
F -29.483 -31.217 -12.047  0.13
F -12.499 -33.585 -8.991  0.14
F -29.016 -30.508 -14.049  0.11
O -27.002 -30.409 -5.202  -0.03
O -22.749 -24.668 -8.547  -0.08
O -16.274 -27.600 -7.039  -0.01
O -23.309 -26.239 -9.949  -0.07
O -21.653 -31.309 -6.747  -0.01
O -29.149 -28.292 -12.256  -0.19
O -20.298 -33.070 -6.716  -0.10
O -24.909 -29.791 -5.164  -0.05
O -18.818 -34.428 -2.875  -0.11
O -12.565 -35.390 -6.702  -0.14
O -15.153 -29.443 -4.308  -0.09
O -17.970 -36.165 -4.047  -0.06
O -22.940 -24.230 -10.642  -0.01
O -16.608 -28.088 -3.481  -0.03
O -14.585 -27.336 -3.913  -0.06
O -27.057 -28.742 -13.263  -0.12
O -26.043 -23.862 -0.780  -0.07
O -22.389 -33.275 -7.230  -0.01
O -16.845 -35.206 -2.513  -0.02
O -26.402 -28.290 -5.371  -0.09
O -17.970 -26.203 -7.009  -0.08
O -25.857 -25.854 -1.660  -0.07
O -14.507 -34.137 -6.109  -0.19
O -27.157 -25.550 0.054  -0.08
O -16.098 -25.674 -6.201  -0.04
N -25.347 -23.833 -13.925  -0.06
N -10.188 -40.735 1.192  -0.04
N -15.386 -24.036 -3.357  -0.07
N -17.689 -31.293 -4.932  -0.05
N -14.034 -37.201 -3.348  -0.04
N -38.178 -29.387 -9.515  -0.06
N -28.689 -29.233 -16.901  -0.07
N -21.461 -32.535 -6.928  -0.52
N -26.431 -29.332 -1.340  -0.07
N -17.865 -35.286 -3.175  -0.56
N -26.138 -29.528 -5.275  -0.57
N -31.240 -28.817 -9.308  -0.06
N -22.327 -34.305 -4.122  -0.03
N -11.610 -30.621 -5.173  -0.05
N -16.773 -26.518 -6.797  -0.59
N -23.110 -27.330 -6.592  -0.05
N -31.155 -16.901 7.009  -0.07
N -26.338 -25.094 -0.791  -0.59
N -20.998 -21.904 -6.841  -0.08
N -15.445 -28.270 -3.942  -0.52
N -17.670 -34.084 -8.971  -0.21
N -27.749 -21.451 2.995  -0.03
N -23.017 -25.026 -9.725  -0.57
N -9.000 -26.405 -10.052  -0.08
C -16.679 -22.393 -4.470  0.01
C -24.817 -29.417 -12.782  -0.07
C -17.485 -35.447 -7.019  -0.12
C -10.343 -30.705 -5.600  0.00
C -25.852 -28.397 -12.651  -0.35
C -15.540 -22.789 -3.795  0.00
C -19.900 -29.685 -5.444  -0.15
C -23.730 -32.117 -3.080  -0.14
C -10.774 -27.715 -9.144  0.05
C -26.961 -25.762 -15.222  -0.11
C -21.954 -33.704 -2.969  0.01
C -12.696 -37.091 -3.415  0.00
C -11.955 -37.711 -2.498  0.05
C -33.970 -28.720 -9.508  -0.11
C -14.832 -36.634 -4.453  0.03
C -28.616 -19.279 3.176  0.06
C -17.509 -24.612 -4.246  0.05
C -13.935 -38.310 -1.257  0.06
C -18.890 -22.821 -5.418  -0.11
C -28.791 -27.466 -15.337  0.07
C -18.772 -31.534 -4.278  -0.02
C -10.208 -26.970 -10.152  0.02
C -22.082 -21.522 -7.646  -0.01
C -27.003 -22.499 2.128  0.08
C -29.054 -19.573 4.475  -0.14
C -22.870 -27.507 -5.268  0.01
C -30.956 -17.995 4.906  0.06
C -14.612 -37.727 -2.299  0.02
C -36.372 -28.128 -8.812  0.05
C -24.556 -31.062 -2.528  -0.13
C -18.799 -33.093 -9.419  0.05
C -30.029 -17.459 7.497  0.04
C -29.295 -28.606 -15.890  0.00
C -12.437 -36.549 -7.590  -0.23
C -26.864 -30.383 -2.091  0.02
C -21.336 -28.743 -7.180  0.03
C -27.594 -26.903 -15.841  -0.08
C -13.056 -33.345 -7.800  -0.56
C -19.402 -23.580 -6.465  0.06
C -27.010 -27.603 -16.923  0.05
C -29.764 -28.917 -9.204  0.06
C -29.207 -30.479 -17.320  0.00
C -11.931 -39.078 0.996  0.07
C -19.395 -21.548 -5.085  0.05
C -20.492 -21.136 -5.802  0.05
C -13.717 -34.560 -7.097  -0.49
C -22.650 -32.663 -2.441  0.02
C -27.990 -20.256 2.477  -0.02
C -31.831 -15.981 7.979  0.07
C -10.672 -28.848 -6.967  -0.15
C -37.392 -30.052 -10.394  0.03
C -31.971 -29.051 -8.217  0.01
C -16.404 -34.154 -11.277  -0.22
C -36.035 -29.856 -10.410  0.06
C -25.149 -29.011 -1.337  0.02
C -28.188 -21.725 4.242  0.04
C -16.557 -32.231 -4.728  0.06
C -12.195 -31.622 -4.220  0.07
C -31.627 -17.166 5.759  0.04
C -24.159 -29.898 -1.842  0.07
C -10.822 -39.930 -0.960  0.01
C -28.812 -20.772 4.983  0.01
C -17.664 -23.288 -4.730  -0.15
C -29.358 -18.360 6.679  0.05
C -19.892 -30.716 -4.444  0.07
C -10.089 -40.729 -0.186  0.03
C -16.360 -24.976 -3.554  0.02
C -9.272 -41.638 1.985  0.07
C -11.061 -39.851 1.769  0.03
C -26.304 -24.516 -13.266  0.00
C -35.491 -28.828 -9.624  -0.11
C -18.539 -36.086 -7.966  -0.14
C -11.355 -37.492 -7.001  -0.07
C -39.664 -29.628 -9.592  0.06
C -26.002 -24.997 -15.900  0.06
C -12.422 -29.694 -5.662  0.04
C -8.312 -25.712 -11.201  0.06
C -12.584 -38.333 -1.369  -0.12
C -11.736 -39.086 -0.419  -0.12
C -24.091 -32.763 -4.280  0.07
C -18.104 -35.529 -9.290  -0.11
C -24.375 -26.714 -6.975  -0.01
C -22.340 -27.920 -7.533  0.01
C -29.782 -18.605 5.389  -0.11
C -9.817 -29.815 -6.480  0.04
C -21.026 -28.961 -5.820  -0.19
C -37.726 -28.405 -8.762  0.02
C -14.081 -24.391 -2.792  0.01
C -8.295 -26.529 -8.928  0.00
C -27.398 -28.397 -0.741  0.03
C -33.336 -28.911 -8.247  0.06
C -11.971 -28.779 -6.588  0.06
C -21.615 -35.399 -4.793  0.05
C -27.045 -25.472 -13.868  0.03
C -27.639 -28.620 -17.505  0.03
C -17.576 -30.242 -5.709  -0.03
C -18.647 -29.450 -6.061  0.07
C -25.274 -24.024 -15.263  0.04
C -25.970 -31.292 -2.619  0.04
C -24.446 -22.994 -13.102  0.06
C -10.085 -27.849 -7.946  -0.09
C -15.169 -33.592 -11.922  -0.09
C -21.849 -28.340 -4.891  0.03
C -8.765 -27.290 -7.848  0.08
C -31.762 -28.509 -10.473  0.04
C -20.498 -23.118 -7.101  0.02
C -28.149 -29.163 -12.325  -0.46
C -17.493 -34.006 -7.503  -0.14
C -28.551 -30.563 -12.788  -0.52
C -33.171 -28.524 -10.616  0.05
C -23.319 -33.771 -4.785  -0.04
C -16.389 -33.646 -9.780  -0.07
H -27.927 -30.536 -2.242  0.15
H -26.259 -32.183 -3.151  0.12
H -29.041 -21.005 6.010  0.15
H -27.584 -20.059 1.494  0.16
H -9.714 -41.810 2.915  0.09
H -28.687 -18.267 2.745  0.16
H -10.887 -37.599 -2.544  0.14
H -35.306 -30.327 -11.082  0.15
H -29.786 -17.205 8.552  0.18
H -9.218 -42.558 1.515  0.08
H -13.589 -25.115 -3.538  0.12
H -14.276 -33.847 -11.399  0.07
H -21.472 -28.426 -3.809  0.16
H -31.148 -15.152 8.108  0.12
H -15.247 -32.520 -12.094  0.09
H -15.900 -36.520 -4.165  0.07
H -24.529 -23.366 -15.653  0.15
H -16.311 -35.223 -11.341  0.10
H -24.929 -22.116 -12.626  0.14
H -15.688 -37.656 -2.245  0.15
H -14.466 -38.840 -0.480  0.15
H -25.441 -27.432 -13.002  0.11
H -23.105 -29.650 -1.685  0.13
H -13.029 -31.195 -3.738  0.08
H -16.587 -36.043 -7.127  0.11
H -16.827 -21.382 -4.884  0.14
H -21.182 -34.192 -2.416  0.12
H -31.239 -18.215 3.871  0.15
H -8.165 -27.366 -6.903  0.16
H -24.912 -30.148 -11.991  0.08
H -35.988 -27.266 -8.258  0.15
H -18.496 -28.564 -6.677  0.10
H -17.302 -33.923 -11.806  0.10
H -8.743 -29.895 -6.742  0.16
H -19.743 -33.331 -8.920  0.09
H -7.445 -25.900 -8.800  0.15
H -15.544 -34.018 -9.205  0.10
H -28.453 -18.803 7.062  0.14
H -18.852 -33.175 -10.496  0.09
H -30.166 -29.091 -15.554  0.13
H -10.663 -26.890 -11.131  0.16
H -26.039 -28.118 -11.622  0.11
H -14.447 -35.591 -4.624  0.09
H -27.508 -29.452 -11.412  0.16
H -12.207 -36.211 -8.597  0.11
H -29.090 -30.672 -18.400  0.12
H -16.404 -33.003 -5.480  0.06
H -29.278 -28.577 -10.088  0.06
H -32.803 -15.710 7.620  0.10
H -22.594 -22.386 -8.129  0.10
H -24.462 -26.831 -8.028  0.06
H -37.855 -30.883 -10.862  0.15
H -14.283 -35.132 -7.843  0.12
H -20.728 -29.080 -7.996  0.13
H -17.193 -36.103 -9.610  0.14
H -25.238 -27.175 -6.402  0.09
H -11.430 -31.862 -3.451  0.12
H -31.999 -16.601 8.845  0.11
H -30.276 -30.582 -16.998  0.12
H -24.201 -23.659 -12.303  0.06
H -12.553 -27.923 -6.831  0.14
H -10.670 -36.887 -6.418  0.06
H -13.441 -23.463 -2.577  0.13
H -21.094 -35.931 -4.053  0.08
H -26.117 -22.030 1.706  0.11
H -33.610 -28.248 -11.569  0.14
H -18.926 -24.478 -6.839  0.10
H -40.093 -29.149 -8.733  0.10
H -17.755 -35.429 -5.936  0.10
H -32.587 -16.726 5.624  0.15
H -18.156 -25.419 -4.676  0.14
H -28.272 -28.441 -1.371  0.10
H -16.166 -26.015 -3.254  0.11
H -14.615 -37.186 -5.418  0.13
H -23.768 -29.056 -12.776  0.09
H -11.022 -39.773 2.878  0.17
H -8.631 -24.646 -11.237  0.13
H -25.935 -25.010 -16.997  0.15
H -26.266 -24.408 -12.187  0.16
H -39.920 -30.725 -9.568  0.14
H -26.222 -27.172 -17.463  0.12
H -23.666 -22.717 -13.705  0.08
H -28.078 -22.761 4.578  0.17
H -8.521 -26.313 -12.085  0.11
H -12.645 -38.488 1.580  0.14
H -12.462 -32.511 -4.860  0.11
H -14.778 -22.013 -3.578  0.16
H -15.089 -34.049 -12.881  0.08
H -27.621 -26.126 -13.161  0.15
H -16.519 -33.427 -7.316  0.13
H -28.758 -31.391 -16.797  0.14
H -16.691 -32.652 -3.733  0.10
H -22.347 -36.062 -5.198  0.11
H -29.448 -28.218 -8.435  0.12
H -10.688 -40.186 -2.027  0.17
H -11.721 -38.260 -6.256  0.08
H -16.348 -32.551 -9.864  0.13
H -18.583 -37.220 -7.976  0.15
H -24.368 -25.631 -6.851  0.09
H -10.749 -38.036 -7.731  0.08
H -26.958 -27.426 -0.929  0.04
H -18.349 -33.518 -7.131  0.07
H -30.995 -28.265 -11.296  0.15
H -38.426 -27.814 -8.216  0.15
H -29.379 -27.040 -14.575  0.12
H -16.657 -30.038 -6.226  0.13
H -7.222 -25.787 -11.082  0.11
H -19.517 -35.675 -7.701  0.11
H -22.539 -27.607 -8.597  0.14
H -23.622 -34.257 -5.702  0.14
H -40.170 -29.291 -10.480  0.11
H -31.503 -29.357 -7.310  0.15
H -24.957 -32.361 -4.811  0.13
H -18.732 -32.314 -3.522  0.12
H -18.937 -20.993 -4.267  0.14
H -21.043 -20.244 -5.612  0.14
H -22.260 -32.289 -1.457  0.16
H -20.813 -30.859 -3.926  0.10
H -21.087 -23.772 -7.809  0.14
H -24.999 -29.797 -13.781  0.09
H -20.877 -35.021 -5.510  0.09
H -26.761 -23.328 2.733  0.09
H -12.221 -36.628 -4.234  0.13
H -14.178 -25.038 -1.917  0.10
H -11.690 -28.270 -9.279  0.14
H -27.568 -28.665 0.329  0.13
H -9.401 -41.384 -0.576  0.13
H -15.685 -31.564 -4.729  0.08
H -24.878 -28.053 -0.932  0.13
H -9.764 -31.493 -5.199  0.14
H -33.812 -29.063 -7.329  0.12
H -27.548 -22.829 1.250  0.09
H -21.774 -20.865 -8.433  0.11
H -18.812 -35.547 -10.161  0.15
H -27.368 -28.966 -18.456  0.14
H -18.560 -32.115 -9.022  0.10
H -8.275 -41.134 2.022  0.14
H -22.834 -21.039 -7.009  0.12
H -29.463 -29.891 -8.981  0.10
H -23.437 -26.796 -4.659  0.16
H -13.430 -37.095 -7.653  0.12
H -13.453 -29.725 -5.393  0.11

---

Record 2
An isolated ion of composition C17H22BrN3O and charge +2, computed with ωB97M-V/def2-TZVPD.

net charge: +2
2S+1: 1
ΔE to the lowest compared entry with this formula, charge and spin: 128.6 kJ/mol

Each line ends with the Löwdin charge.
Element x y z (Å)
Br -2.133 5.341 4.421  0.99
O 2.569 -2.848 0.537  0.11
N 0.671 0.270 -2.222  -0.03
N -1.551 4.363 2.939  -0.44
N 0.322 -3.250 0.459  -0.13
C -0.192 1.980 -0.267  -0.12
C 1.462 0.470 -1.171  0.02
C -0.501 0.893 -2.370  0.01
C 0.515 -2.834 -1.943  -0.15
C -0.766 2.325 2.106  0.05
C 0.182 -1.959 -3.174  -0.15
C -0.280 -2.515 -0.658  -0.19
C 1.062 -0.679 -3.310  -0.07
C -1.485 4.918 1.728  -0.06
C 1.421 -1.553 2.139  0.00
C -0.680 2.879 0.820  -0.11
C -0.648 -3.517 1.544  -0.06
C 1.477 -2.575 0.993  -0.46
C -1.218 3.080 3.152  -0.08
C -1.071 4.203 0.634  0.06
C -0.968 1.755 -1.411  0.06
C 1.032 1.330 -0.181  0.03
H -0.888 -1.723 -3.278  0.12
H 0.441 -1.437 2.616  0.06
H 1.602 -2.849 -1.779  0.11
H -0.387 -1.432 -0.428  0.11
H -1.084 0.702 -3.268  0.16
H -0.487 1.285 2.259  0.14
H -1.123 -2.552 1.826  0.08
H -1.302 -2.904 -0.775  0.13
H 2.128 -1.846 2.925  0.10
H 1.646 1.500 0.700  0.14
H 0.437 -2.554 -4.064  0.13
H -1.403 -4.243 1.237  0.10
H -1.285 2.633 4.141  0.14
H -1.779 5.965 1.676  0.15
H 0.797 -0.250 -4.284  0.14
H 1.769 -0.577 1.775  0.06
H -1.046 4.658 -0.354  0.15
H 0.253 -3.866 -2.214  0.13
H 2.128 -0.911 -3.273  0.14
H -0.103 -3.832 2.443  0.10
H 2.412 -0.051 -1.065  0.17
H -1.943 2.207 -1.579  0.15

---

The records above yield Kohn-Sham gap values of 5.38, 6.25 eV, respectively.